Record 1
Computed, not measured: a gas-phase ion, C4H7N2O (charge -1) in a non-equilibrium geometry, with ωB97M-V/def2-TZVPD.

The HOMO energy (alpha / beta) is 0.12 / -2.69 eV. As for the spin multiplicity: 3. For the total energy, the calculation gives -341.19409 Eh. The expectation value of S² is 2.01. The value obtained for the gap between HOMO and LUMO (alpha / beta) is 0.1504 / 0.2188 hartree. As for the total charge: -1. As for the energy above the lowest of the compared OMol25 structures with the same formula, charge and spin: 12.2 kcal/mol.

Each line ends with the Löwdin charge.
Positions of all 14 atoms, in Å:
C -0.724828 -0.679021 -0.833500  -0.465
C 0.870385 -0.642282 -0.285384  -0.133
C 1.421196 1.644310 -0.327130  -0.100
C -1.615937 -0.650577 0.397480  -0.069
N -0.960911 -0.734342 -2.010199  0.158
N 1.163355 0.565403 0.372620  -0.486
O 1.088608 0.589497 1.653726  -0.276
H 0.989983 -1.483356 0.398128  0.101
H 1.474914 -0.758670 -1.184385  0.078
H 1.436036 1.589042 -1.397510  -0.007
H 1.529561 2.586604 0.177010  0.003
H -1.559530 0.323078 0.883549  0.071
H -1.299030 -1.409160 1.114407  0.069
H -2.650955 -0.845028 0.110455  0.055

Cartesian forces, eV/Å:
2.41 -0.21 3.55
-1.30 -0.17 -1.21
0.63 2.26 -1.65
-0.73 0.01 -0.51
-0.72 -0.04 -2.07
-0.43 -1.71 -0.49
-0.25 -0.23 2.65
-0.06 0.08 0.05
0.18 -0.07 -0.14
-0.04 -0.07 -0.28
-0.02 0.00 0.16
0.25 0.01 0.02
0.12 0.12 -0.09
-0.04 0.03 0.01



Record 2
Computed, not measured: a molecular structure, C42H36N7PPbSSe2, with ωB97M-V/def2-TZVPD.

The HOMO energy is -6.20 eV. For the total energy, the calculation gives -7740.70228 Eh. The value obtained for the gap between HOMO and LUMO is 0.1958 hartree. As for the energy above the lowest of the compared OMol25 structures with the same formula, charge and spin: 51.5 kcal/mol.

Each line ends with the Löwdin charge.
Positions of all 90 atoms, in Å:
Pb 0.344541 0.367755 -1.488609  0.964
N -3.127344 3.894458 -1.141922  0.134
C -2.070698 3.118660 -1.413085  -0.181
N -1.964462 1.871917 -1.090543  0.013
C -3.009117 1.238874 -0.402764  -0.300
N -3.019951 -0.006638 -0.087134  0.094
N -1.890965 -0.707063 -0.481055  -0.068
C -2.041048 -1.955048 -0.574181  -0.090
C -0.988457 -2.833003 -1.146470  -0.278
C -1.159606 -4.204321 -1.073298  -0.017
C -0.218020 -5.037491 -1.657644  -0.046
C 0.853095 -4.472116 -2.318405  -0.039
C 0.946526 -3.088364 -2.358608  -0.129
N 0.060708 -2.286877 -1.779669  -0.027
C -4.188868 2.050899 -0.049456  -0.089
C -5.282805 1.527118 0.643421  -0.010
C -6.378073 2.315641 0.918198  -0.065
C -6.399081 3.650438 0.507170  -0.065
C -5.328983 4.188301 -0.172220  -0.012
C -4.225614 3.384101 -0.447663  -0.173
H -3.112015 4.867620 -1.397255  0.161
H -1.237212 3.591834 -1.930359  0.146
H -2.991794 -2.415591 -0.294006  0.130
H -2.022347 -4.607688 -0.555733  0.115
H -0.326652 -6.112499 -1.601779  0.113
H 1.610997 -5.083512 -2.790418  0.111
H 1.773597 -2.598416 -2.863417  0.124
H -5.240923 0.491661 0.954885  0.114
H -7.222778 1.900877 1.452093  0.108
H -7.260749 4.269867 0.717593  0.110
H -5.331845 5.226716 -0.483430  0.117
C -2.093719 -0.453326 -4.051643  -0.032
C -0.977249 0.145072 -4.867655  -0.330
C -1.065782 0.141123 -6.278344  -0.026
C -0.040783 0.658256 -7.004467  -0.010
C 1.073603 1.229383 -6.353101  -0.167
C 2.149808 1.769287 -7.089597  -0.060
C 3.185932 2.345873 -6.418398  -0.085
C 3.163812 2.431273 -5.013407  -0.131
C 2.135745 1.922981 -4.237992  -0.650
S 2.212774 2.176863 -2.496242  0.402
C 1.069477 1.255783 -4.932609  -0.225
N 0.045683 0.661192 -4.227507  0.047
H -2.701385 -1.128476 -4.652509  0.080
H -2.744953 0.333754 -3.659622  0.082
H -1.694447 -1.004935 -3.197474  0.029
H -1.935162 -0.290971 -6.758184  0.109
H -0.064113 0.645486 -8.089347  0.119
H 2.132408 1.718781 -8.172716  0.108
H 4.027468 2.756605 -6.963660  0.103
H 3.975292 2.927058 -4.495213  0.092
Se 2.003399 -0.998714 0.584178  -0.070
P 1.652732 -1.270602 4.221991  0.733
Se 0.836754 -0.175486 2.428341  0.141
C 1.384394 -3.048330 3.817950  -0.459
C 0.291401 -3.452910 3.052083  -0.139
C 0.035633 -4.802325 2.837508  -0.095
C 0.863433 -5.771348 3.391570  -0.102
C 1.940724 -5.379142 4.174142  -0.092
C 2.192594 -4.030588 4.390809  -0.118
C 3.454296 -1.079237 3.957047  -0.479
C 4.045344 0.027521 4.569901  -0.124
C 5.388398 0.314212 4.377322  -0.091
C 6.164604 -0.511843 3.572190  -0.094
C 5.586472 -1.609857 2.953729  -0.083
C 4.236968 -1.890877 3.137509  -0.141
H -0.352274 -2.700705 2.611083  0.050
H -0.814571 -5.096742 2.231794  0.091
H 0.668213 -6.823509 3.219466  0.096
H 2.588445 -6.125388 4.618584  0.100
H 3.031172 -3.740399 5.014432  0.105
H 3.434888 0.677090 5.190377  0.089
H 5.831710 1.177905 4.857227  0.098
H 7.214624 -0.292223 3.420994  0.098
H 6.183188 -2.246129 2.311835  0.102
H 3.790841 -2.731392 2.623392  0.085
N -0.774046 3.411986 1.103274  0.111
C -0.450511 3.055451 2.431559  -0.358
C -1.352445 2.327585 3.204040  -0.092
C -1.027561 1.965269 4.502748  -0.121
C 0.193053 2.334697 5.053481  -0.128
C 1.073954 3.093378 4.293523  -0.107
C 0.757639 3.454464 2.994469  -0.062
H -1.429645 2.768589 0.683318  0.026
H 0.037494 3.530361 0.513115  0.085
H -2.300311 2.023021 2.769294  0.105
H -1.730582 1.381655 5.086323  0.104
H 0.456954 2.023420 6.055834  0.098
H 2.026680 3.396796 4.711144  0.102
H 1.461469 4.025157 2.397848  0.113

Cartesian forces, eV/Å:
0.69 0.10 0.16
-0.13 -0.05 -0.06
-0.08 -0.04 -0.22
-0.38 -0.36 -0.13
-0.16 0.38 -0.17
0.10 -0.31 0.13
-0.09 0.71 -0.15
-0.01 -0.73 -0.10
-0.10 0.14 0.07
-0.09 -0.18 0.12
-0.09 -0.07 0.06
0.14 0.01 -0.04
0.01 0.13 0.13
-0.33 -0.09 -0.22
0.09 -0.04 -0.05
0.02 -0.08 0.05
-0.02 0.03 0.02
-0.04 -0.03 0.00
0.06 0.07 0.01
0.05 0.07 -0.04
0.04 0.02 0.01
-0.07 -0.02 0.02
0.07 -0.04 0.00
0.06 -0.01 -0.04
0.00 0.00 0.02
-0.04 0.05 0.00
-0.03 -0.04 0.03
-0.01 0.04 -0.03
0.02 0.02 -0.01
0.01 -0.01 0.02
-0.01 -0.04 -0.01
0.08 0.02 0.09
-0.05 -0.12 0.11
-0.10 -0.06 -0.01
0.03 0.00 -0.05
-0.02 -0.02 0.09
-0.04 -0.01 -0.05
0.08 0.05 0.16
-0.02 -0.01 0.00
-0.02 0.06 -0.06
-0.09 -0.14 -0.20
-0.14 -0.06 0.05
0.33 0.33 -0.21
-0.01 0.00 0.01
0.03 -0.02 -0.02
-0.04 0.05 -0.12
0.03 0.01 0.03
0.00 0.00 0.04
-0.02 -0.01 0.06
-0.02 0.01 0.05
0.00 -0.01 -0.05
0.13 -0.01 -0.17
0.04 -0.12 -0.23
-0.16 0.07 0.20
-0.12 0.02 -0.04
0.05 -0.14 -0.05
0.06 0.05 0.07
-0.05 0.06 -0.04
0.00 0.04 0.00
0.01 -0.02 0.05
0.01 0.05 0.00
0.03 0.01 0.01
-0.01 -0.05 -0.01
-0.05 0.05 0.03
-0.09 -0.03 0.03
0.05 0.06 -0.03
0.04 0.00 -0.03
0.02 0.01 0.02
0.00 0.04 0.01
-0.01 0.03 0.00
0.01 -0.01 -0.04
0.04 -0.04 -0.01
-0.01 0.00 0.00
-0.02 -0.01 0.01
-0.02 0.01 0.00
-0.01 -0.01 0.02
-0.08 -0.06 0.48
-0.02 0.19 -0.07
-0.03 0.07 -0.01
-0.01 0.05 -0.01
-0.03 0.01 -0.04
0.00 -0.01 0.01
0.01 0.03 0.01
0.42 0.10 0.37
0.06 -0.07 -0.02
0.02 -0.02 0.03
0.04 0.00 -0.05
-0.02 0.04 -0.01
-0.01 -0.02 -0.02
-0.01 -0.02 0.03